Here is C56H51IN9O7P2S2TeTl as an isolated structure from OMol25. Energies are from the ωB97M-V functional and the def2-TZVPD basis.

```
130
C56H51IN9O7P2S2TeTl | OMol25 | the ωB97M-V functional and the def2-TZVPD basis
Tl 1.18164 0.53707 -0.46769
Te -4.41782 1.51799 -3.29704
C -5.92944 0.30252 -2.44481
C -7.20652 0.80057 -2.20725
C -8.16848 -0.03258 -1.65475
N -7.95236 -1.30256 -1.31858
C -6.72328 -1.77073 -1.54470
C -5.69623 -1.02523 -2.09967
C -2.74982 0.78394 -2.25932
P -1.35767 0.22888 -3.20711
C -1.23327 1.26874 -4.72017
C -1.26570 2.65545 -4.55050
C -1.08776 3.51121 -5.62549
C -0.86468 2.99642 -6.89629
C -0.81870 1.62182 -7.07634
C -0.99881 0.76522 -5.99794
C -1.81579 -1.39490 -3.96927
C -0.91492 -2.44856 -3.83817
C -1.20573 -3.72124 -4.32053
C -2.41573 -3.95609 -4.95329
C -3.32058 -2.91137 -5.10963
C -3.02190 -1.64587 -4.62841
P -2.20161 1.59368 -0.76165
C -3.10446 3.18980 -0.62450
C -4.41007 3.31548 -0.15242
C -5.03936 4.55114 -0.13321
C -4.37563 5.68142 -0.59347
C -3.07595 5.56979 -1.06677
C -2.44369 4.33230 -1.07657
C -3.04958 0.72676 0.63948
C -3.75960 -0.45603 0.48500
C -4.31443 -1.10868 1.58208
C -4.16560 -0.58343 2.85501
C -3.45712 0.60278 3.02723
C -2.90581 1.24512 1.93193
H -7.45083 1.83243 -2.43154
H -9.16717 0.34823 -1.46140
H -6.54965 -2.80580 -1.26575
H -4.71997 -1.46778 -2.25426
H -1.43508 3.06333 -3.55802
H -1.12093 4.58288 -5.46973
H -0.72147 3.66249 -7.73834
H -0.64494 1.21076 -8.06397
H -0.96461 -0.30642 -6.15544
H 0.03441 -2.26383 -3.35119
H -0.48686 -4.52254 -4.19478
H -2.65555 -4.94533 -5.32416
H -4.26676 -3.08427 -5.60928
H -3.73085 -0.83795 -4.76757
H -4.94309 2.43825 0.19564
H -6.05617 4.62948 0.23343
H -4.86943 6.64585 -0.57867
H -2.54811 6.44676 -1.42220
H -1.42099 4.24686 -1.43178
H -3.88143 -0.85722 -0.51464
H -4.86551 -2.03012 1.43567
H -4.59149 -1.09256 3.71046
H -3.32706 1.01887 4.01903
H -2.35590 2.17169 2.07621
O 2.13795 1.89335 -3.83868
H 2.83064 2.01536 -3.16755
H 1.36736 1.57812 -3.34458
O -0.00519 -0.23105 2.09485
H -0.34761 0.63736 2.33646
H -0.73499 -0.66932 1.63581
O 0.71137 3.62077 -1.72276
H 1.46790 3.64156 -1.11470
H 1.11326 3.63337 -2.60112
O -0.98078 -1.88266 -0.38346
H -0.55509 -2.32768 -1.12625
H -1.67434 -1.34902 -0.80207
S 3.69237 2.63369 -0.97144
C 4.65144 2.00016 0.24111
N 5.30383 1.54512 1.08835
I 2.59982 -5.75450 -2.06884
C 2.67967 -3.85755 -2.92461
C 3.02230 -3.68533 -4.25530
C 3.04579 -2.39512 -4.75796
C 2.71572 -1.33833 -3.92053
N 2.37687 -1.51186 -2.64394
C 2.37376 -2.74683 -2.15115
H 3.26548 -4.53482 -4.87968
H 3.30763 -2.20665 -5.79053
H 2.70867 -0.31618 -4.28204
H 2.12024 -2.84833 -1.10157
C 0.34736 4.80033 2.38318
C 0.19442 3.72358 1.52528
N 1.05229 2.70165 1.50147
C 2.07127 2.70725 2.35138
C 2.31072 3.73169 3.26174
C 1.43399 4.80862 3.24629
C 3.51513 3.73879 4.11104
C 4.05005 2.74081 4.81257
C 3.49784 1.39616 5.07937
C 4.33861 0.36928 5.48574
C 3.75647 -0.83975 5.83216
N 2.43784 -1.03133 5.75350
C 1.72693 0.00739 5.32400
N 2.17312 1.21360 5.00072
H -0.36018 5.61868 2.35732
H -0.61766 3.68169 0.80801
H 2.76460 1.87567 2.28099
H 1.60027 5.64627 3.91477
H 4.04157 4.68903 4.13330
H 4.99777 2.93475 5.30344
H 5.41048 0.50125 5.54240
H 4.36936 -1.66364 6.18224
H 0.65598 -0.14521 5.23730
O 6.51848 -2.20734 6.76608
S 6.44412 -3.59066 7.19799
O 5.65419 -3.80422 8.39830
O 7.70118 -4.31431 7.15084
C 5.43166 -4.41307 5.92222
N 5.19628 -5.71548 6.10290
C 4.39029 -6.28880 5.22356
C 3.80371 -5.60142 4.17274
C 4.13964 -4.26216 4.05625
N 4.96238 -3.67492 4.92416
C 3.59179 -3.39217 2.98271
C 4.34063 -2.33257 2.48989
C 3.78030 -1.49993 1.53371
N 2.53073 -1.64312 1.08772
C 1.81176 -2.65574 1.57046
C 2.30239 -3.56393 2.49177
H 4.19916 -7.34936 5.36306
H 3.14621 -6.09451 3.47042
H 5.33526 -2.14816 2.87257
H 4.34077 -0.65283 1.15208
H 0.78794 -2.72798 1.21762
H 1.65479 -4.34243 2.87395
```

Output
- Kohn-Sham gap: 6.385 eV
- Net charge: -2
- LUMO level: 2.910 eV
- E_HOMO: -3.48 eV

Here are the Löwdin charges for atoms 1 to 5, given in e: 0.716 1.269 -0.539 -0.146 -0.178

=====

Here is C56H53BiBrIN3O3P2S2 as an isolated structure from OMol25. Energies are from the ωB97M-V functional and the def2-TZVPD basis.

```
122
C56H53BiBrIN3O3P2S2 | OMol25 | the ωB97M-V functional and the def2-TZVPD basis
Bi -0.53441 -0.21399 0.38965
C -3.15192 0.84553 2.56872
P -1.36699 1.27570 2.54696
C -1.32113 3.06120 2.28789
C -1.97852 3.91311 3.17810
C -1.96287 5.28090 2.96081
C -1.28133 5.80272 1.86393
C -0.61395 4.95995 0.98889
C -0.63361 3.58671 1.19861
C -0.75454 0.98715 4.22003
C 0.30735 1.75018 4.69914
C 0.87718 1.45396 5.92833
C 0.39116 0.39921 6.68781
C -0.68191 -0.35444 6.22688
C -1.24993 -0.06711 4.99565
C -3.61119 0.75572 1.14022
C -4.80220 1.09651 0.55061
C -4.64117 0.90297 -0.85425
C -3.35899 0.45949 -1.05887
C -2.59755 0.23474 -2.33130
P -1.17528 1.44584 -2.41490
C -2.11482 2.91010 -2.99771
C -2.38705 3.92287 -2.08187
C -3.13919 5.03233 -2.45425
C -3.61899 5.13855 -3.74972
C -3.36252 4.12551 -4.66987
C -2.61891 3.01458 -4.29657
C -0.28442 0.93045 -3.93546
C -0.26671 -0.38416 -4.39644
C 0.52407 -0.75110 -5.47921
C 1.32598 0.19003 -6.10564
C 1.32204 1.50449 -5.65326
C 0.52419 1.86900 -4.57958
N -2.72226 0.34030 0.16750
H -3.69959 1.61930 3.10422
H -3.28091 -0.09226 3.10807
H -2.48896 3.50652 4.04486
H -2.47847 5.94248 3.64676
H -1.26307 6.87405 1.70118
H -0.07413 5.37152 0.14355
H -0.09502 2.92528 0.52572
H 0.69580 2.57156 4.10979
H 1.71440 2.04297 6.28204
H 0.84552 0.16428 7.64301
H -1.07420 -1.16994 6.82373
H -2.08868 -0.66311 4.65470
H -5.68651 1.45674 1.06158
H -5.37463 1.11230 -1.62284
H -3.23728 0.37971 -3.19917
H -2.18482 -0.77383 -2.36330
H -2.01940 3.83962 -1.06542
H -3.34986 5.81207 -1.73063
H -4.19448 6.00747 -4.04801
H -3.74300 4.19997 -5.68210
H -2.42565 2.23059 -5.01972
H -0.85822 -1.14292 -3.89970
H 0.52325 -1.77919 -5.82271
H 1.95146 -0.09742 -6.94150
H 1.94724 2.24740 -6.13540
H 0.52625 2.89941 -4.23928
C 7.51983 -2.49152 0.65316
C 6.22868 -1.79985 1.00542
C 6.22643 -0.48143 1.45822
C 5.04320 0.16699 1.76802
C 3.83882 -0.50537 1.59682
C 3.81610 -1.82628 1.16496
C 5.01098 -2.46611 0.88153
S 2.36319 0.37405 1.97417
O 2.63600 1.07709 3.19792
O 1.94567 1.19878 0.84412
N 1.16205 -0.66950 2.07083
C 0.97874 -1.69302 2.98076
C 1.87026 -2.13162 3.93591
C 1.55150 -3.20387 4.79290
C 0.34212 -3.83146 4.73040
C -0.62074 -3.38374 3.79570
C -1.92918 -3.90621 3.73942
C -2.83738 -3.40367 2.84895
C -2.43836 -2.38438 1.97536
N -1.22787 -1.86618 1.99982
C -0.30124 -2.33125 2.90821
H 8.36566 -2.03989 1.17159
H 7.70925 -2.41819 -0.42115
H 7.48072 -3.55172 0.90743
H 7.16854 0.04234 1.58066
H 5.04456 1.18148 2.15063
H 2.87381 -2.34832 1.05488
H 4.99888 -3.50122 0.55481
H 2.82543 -1.62808 4.02881
H 2.28537 -3.52596 5.52276
H 0.09522 -4.64962 5.39697
H -2.20915 -4.69793 4.42787
H -3.85620 -3.76812 2.81320
H -3.12410 -1.97082 1.23887
C -2.76555 -3.83659 -4.09874
C -1.70207 -3.97700 -3.00900
S -2.29677 -3.24617 -1.45787
O -1.07544 -2.63511 -0.79240
C -2.65915 -4.79215 -0.57177
C -1.40384 -5.44830 -0.01430
H -2.56995 -4.53439 -4.91294
H -2.77725 -2.82622 -4.51142
H -3.76608 -4.05085 -3.71288
H -0.78691 -3.43038 -3.23592
H -1.44417 -5.01905 -2.82574
H -3.19449 -5.41421 -1.29401
H -3.35754 -4.51968 0.21955
H -0.86383 -6.01362 -0.77380
H -1.67024 -6.13138 0.79338
H -0.72879 -4.69242 0.38900
Br 4.91103 -1.29707 -4.36018
C 4.21070 0.37545 -3.82820
C 4.73618 1.51342 -4.42542
C 4.24947 2.76623 -4.08225
C 3.24956 2.88716 -3.12868
C 2.72705 1.75465 -2.52439
C 3.19913 0.49661 -2.87957
I 2.29355 -1.15834 -1.99881
H 5.52688 1.41027 -5.15763
H 4.65814 3.64681 -4.56411
H 2.87197 3.86522 -2.85203
H 1.96496 1.83820 -1.76009
```

Output
- Kohn-Sham gap: 7.012 eV
- Net charge: +1
- LUMO level: -2.749 eV
- E_HOMO: -9.76 eV

Here are the Löwdin charges for atoms 1 to 5, given in e: 1.690 -0.243 1.013 -0.354 -0.077

=====

Here is C56H53F9MnN4O7P as an isolated structure at a distorted geometry from OMol25. Energies are from the ωB97M-V functional and the def2-TZVPD basis.

```
131
C56H53F9MnN4O7P | OMol25 | the ωB97M-V functional and the def2-TZVPD basis
Mn 0.60415 0.35903 -0.23778
C -0.20276 -0.96017 3.81963
C 0.78257 -0.41693 4.62431
C 1.73838 0.40101 4.05196
C 1.73348 0.68846 2.67745
C 0.73410 0.13799 1.82700
C -0.20793 -0.67051 2.45667
C 2.74912 1.59312 2.14860
C 3.94589 1.87180 2.78743
C 4.92020 2.64981 2.19904
C 4.73371 3.10511 0.86325
C 5.74118 3.79734 0.17779
C 5.57876 4.19415 -1.13516
C 4.38298 3.91294 -1.78202
C 3.35398 3.25390 -1.12252
C 3.50864 2.83702 0.19865
N 2.49859 2.18223 0.90761
H -0.96347 -1.61029 4.24667
H 0.79883 -0.61883 5.68938
H 2.47971 0.86117 4.69340
H -0.98040 -1.13800 1.86370
H 4.13512 1.43270 3.75592
H 5.85922 2.85038 2.69839
H 6.66304 3.99872 0.71297
H 6.37562 4.71489 -1.65249
H 4.24203 4.20334 -2.81559
H 2.43717 3.04112 -1.64733
F -9.57371 0.33576 -0.51847
C -8.73474 1.38149 -0.30968
F -8.95043 2.24424 -1.32069
F -9.17684 1.98219 0.81576
C -7.31431 0.94951 -0.20535
C -6.90549 0.23026 0.91741
C -5.59637 -0.18024 1.03083
C -4.65348 0.12567 0.04216
C -5.08232 0.83229 -1.07803
C -6.39982 1.23919 -1.20635
P -2.85491 -0.29042 0.27232
C -3.11367 -2.05627 0.68686
C -3.11850 -2.83770 -0.47471
C -3.33632 -4.19762 -0.43368
C -3.54479 -4.81509 0.79855
C -3.53561 -4.05693 1.96375
C -3.32120 -2.69250 1.91035
C -3.79776 -6.27920 0.87668
F -5.08583 -6.57311 1.17023
F -3.51746 -6.92026 -0.27520
F -3.05812 -6.87744 1.83924
C -2.79810 0.89279 1.68357
C -2.51854 2.17206 1.19799
C -2.71989 3.29154 1.97782
C -3.17063 3.14136 3.28313
C -3.38127 1.87157 3.80341
C -3.20993 0.75581 3.00698
C -3.37725 4.34870 4.13384
F -3.73113 5.43350 3.41376
F -2.25832 4.70114 4.81024
F -4.33696 4.17121 5.06583
H -7.62046 0.01652 1.70216
H -5.28601 -0.72934 1.90911
H -4.36457 1.08659 -1.84781
H -6.72182 1.79567 -2.07623
H -2.93165 -2.34719 -1.42448
H -3.34280 -4.78937 -1.33862
H -3.68939 -4.55614 2.91248
H -3.29345 -2.12911 2.83348
H -2.13666 2.27403 0.18735
H -2.53052 4.27989 1.58235
H -3.70269 1.76241 4.83108
H -3.38341 -0.22168 3.43488
C 1.53041 -3.09486 -2.24401
N 1.08573 -3.72544 -1.01293
C 1.57737 -5.06886 -0.78461
C 0.45836 -2.98772 -0.06773
C 0.25538 -3.66269 1.26642
O 0.06215 -1.85106 -0.31828
H 2.62104 -3.11586 -2.30613
H 1.21196 -2.05673 -2.23634
H 1.11309 -3.61845 -3.10949
H 1.69323 -5.56408 -1.74801
H 0.87643 -5.65802 -0.19718
H 2.54939 -5.06525 -0.28052
H 1.16115 -4.17757 1.58197
H -0.56117 -4.38434 1.19379
H -0.00056 -2.91676 2.00811
C -1.76604 2.12099 -3.08594
C -1.92697 0.60356 -3.14678
N -0.98665 -0.00759 -4.07413
C -1.54529 -0.88021 -5.08860
C -1.97979 -2.23414 -4.51452
C 0.32417 -0.12676 -3.67956
C 1.31147 -0.59825 -4.72527
N 0.71206 0.17967 -2.49962
H -2.58980 2.56663 -2.52159
H -1.75839 2.54702 -4.09113
H -0.83157 2.37301 -2.58573
H -2.93366 0.33735 -3.47896
H -1.76910 0.19799 -2.14843
H -0.81022 -1.03552 -5.87568
H -2.40163 -0.37436 -5.54104
H -1.18762 -2.63742 -3.88078
H -2.19013 -2.95065 -5.31090
H -2.88153 -2.12121 -3.90986
H 1.11635 -0.15751 -5.70354
H 1.27768 -1.68680 -4.82075
H 2.31224 -0.32548 -4.39877
H 1.73717 0.12891 -2.46470
O 3.53673 -0.10099 -2.47907
C 3.64481 -0.20881 -1.23837
O 2.69551 -0.38818 -0.42103
C 5.04076 -0.16155 -0.65451
C 5.26174 -0.53188 0.66168
C 6.53670 -0.47321 1.22545
C 7.55008 -0.02221 0.41866
O 8.88656 0.12764 0.72669
C 9.49573 0.65623 -0.43932
O 8.53189 0.72444 -1.47254
C 7.33266 0.34258 -0.90106
C 6.09030 0.27857 -1.47076
H 4.41502 -0.85826 1.24994
H 6.73190 -0.76506 2.24863
H 10.32525 0.00882 -0.74561
H 9.88470 1.66133 -0.22846
H 5.89724 0.55982 -2.49585
C 0.61396 4.12335 1.67983
O 0.32755 2.74616 1.51396
C 1.11267 2.14430 0.51163
O 0.72577 2.28819 -0.69263
H 0.49323 4.67071 0.73804
H 1.63184 4.27350 2.05538
H -0.09418 4.49576 2.41935
```

Output
- Kohn-Sham gap (alpha / beta): 4.325 / 5.981 eV
- 2S+1: 2
- <S²>: 0.80
- Net charge: -1
- LUMO level (alpha / beta): 1.815 / 1.814 eV
- E_HOMO (alpha / beta): -2.51 / -4.17 eV

Here are the Löwdin charges for atoms 1 to 5, given in e: 0.577 -0.126 -0.117 -0.047 -0.154

=====

| no. | DFT total energy (Eh) |
| --- | --- |
| 1 | -5401.5085 |
| 2 | -7121.0084 |
| 3 | -5302.6875 |